Below is the molecule C4H7NO2 at a distorted geometry, with properties calculated with ωB97M-V/def2-TZVPD.

```
! RIJCOSX wB97M-V def2-TZVPD def2/J DEFGRID3
* xyz 0 1
C 1.136 -1.302 0.101
C 0.269 -0.084 -0.002
C -1.003 -0.055 0.791
N -1.994 0.328 -0.018
O -0.893 -0.301 1.988
C 0.713 1.222 -0.442
O -0.007 0.506 -1.437
H 1.595 -1.438 -0.877
H 1.925 -1.177 0.852
H 0.554 -2.189 0.373
H -2.894 0.439 0.466
H -1.366 0.615 -1.044
H 0.215 2.098 -0.033
H 1.750 1.338 -0.716
*
```

HOMO energy: -9.66 eV
LUMO energy: 0.834 eV
HOMO-LUMO gap: 10.49 eV

These are the Löwdin partial charges, in e, on atoms 1 to 8:
1. C 0.01
2. C -0.31
3. C -0.57
4. N 0.13
5. O 0.05
6. C -0.10
7. O -0.06
8. H 0.09

Below is a structure of composition C16H42KNO17S4 at a distorted geometry, with properties calculated with ωB97M-V/def2-TZVPD.

```
! RIJCOSX wB97M-V def2-TZVPD def2/J DEFGRID3
* xyz 0 1
K -1.929 -1.876 -2.346
C 0.276 1.830 -0.152
C -0.012 0.624 -1.036
O 0.100 0.800 -2.289
O -0.559 -0.397 -0.555
H 0.345 1.493 0.883
H -0.537 2.547 -0.244
H 1.216 2.281 -0.469
C 0.691 -0.864 -5.033
O 0.791 -1.329 -3.693
H 1.319 0.033 -5.152
H 1.128 -1.560 -5.745
H -0.340 -0.570 -5.249
H 0.552 -0.551 -3.119
O 0.076 -0.722 5.716
S 0.726 -0.039 4.641
O 0.632 -0.562 3.310
O 0.322 1.499 4.669
C -0.893 1.892 3.988
C -0.675 3.309 3.508
C 2.449 0.182 5.026
H -1.752 1.831 4.652
H -1.040 1.231 3.133
H 0.383 3.435 3.255
H -0.859 4.022 4.316
H -1.175 3.724 2.634
H 2.618 0.735 5.943
H 2.898 0.708 4.187
H 2.828 -0.837 5.070
O 0.390 -6.315 -1.951
S 0.200 -4.953 -1.553
O -1.014 -4.268 -1.916
O 0.356 -4.968 0.053
C -0.311 -3.933 0.801
C 0.456 -3.737 2.079
C 1.712 -4.042 -1.940
H -1.353 -4.205 0.998
H -0.420 -2.993 0.246
H 0.077 -2.902 2.666
H 1.533 -3.627 1.936
H 0.408 -4.655 2.675
H 1.709 -3.850 -3.010
H 2.474 -4.696 -1.533
H 1.691 -3.072 -1.446
O -5.174 -2.144 2.233
S -4.268 -1.102 2.624
O -4.690 0.251 2.830
O -3.526 -1.499 4.009
C -3.374 -2.930 4.216
C -2.304 -3.153 5.254
C -2.874 -1.087 1.473
H -3.224 -3.476 3.283
H -4.341 -3.266 4.597
H -1.374 -2.602 5.104
H -1.943 -4.186 5.233
H -2.663 -2.938 6.258
H -2.754 -2.114 1.140
H -1.983 -0.712 1.966
H -3.226 -0.405 0.704
O -1.942 5.337 -4.942
S -0.962 4.409 -5.439
O -0.611 4.407 -6.824
O 0.385 4.693 -4.647
C 0.492 4.417 -3.271
C 1.862 4.822 -2.729
C -1.389 2.789 -4.865
H 0.495 3.334 -3.069
H -0.334 4.767 -2.646
H 2.045 4.269 -1.807
H 1.851 5.844 -2.327
H 2.657 4.764 -3.463
H -2.245 2.464 -5.462
H -1.820 2.761 -3.864
H -0.555 2.095 -4.912
C 3.853 0.961 -2.623
N 4.971 1.920 -2.724
O 4.675 3.071 -2.955
O 6.096 1.503 -2.573
H 4.242 -0.028 -2.394
H 3.279 0.899 -3.542
H 3.190 1.212 -1.798
*
```

HOMO energy: -9.75 eV
LUMO energy: -0.720 eV
HOMO-LUMO gap: 9.03 eV

These are the Löwdin partial charges, in e, on atoms 1 to 8:
1. K 0.89
2. C 0.01
3. C -0.70
4. O -0.09
5. O -0.13
6. H 0.06
7. H 0.09
8. H 0.06

Below is a structure of composition C13H8ClF5NO2Pt at a distorted geometry, with properties calculated with ωB97M-V/def2-TZVPD.

```
! RIJCOSX wB97M-V def2-TZVPD def2/J DEFGRID3
* xyz 1 1
Pt -2.828 -1.513 -1.055
N -5.339 -3.133 -2.064
C -4.450 -2.480 -1.737
H -6.115 -3.695 -2.356
F -2.774 -0.855 1.658
C -3.506 -1.612 0.816
F -3.477 -2.878 1.253
H -4.533 -1.239 0.815
Cl -0.020 2.674 -0.444
C -1.074 1.460 -0.606
C -4.155 2.284 -2.298
O -4.015 3.396 -2.573
O -4.275 1.165 -2.002
H -1.739 1.253 0.225
H -1.001 0.815 -1.465
F 5.552 2.278 1.288
C 5.377 0.957 1.463
F 6.311 0.337 0.726
F 5.624 0.682 2.748
C 3.992 0.538 1.046
C 3.138 -0.093 1.936
C 1.868 -0.464 1.523
C 1.459 -0.209 0.217
C 2.328 0.423 -0.673
C 3.592 0.800 -0.256
C 0.135 -0.600 -0.206
C -1.004 -0.954 -0.504
H 3.463 -0.293 2.947
H 1.187 -0.952 2.207
H 2.009 0.614 -1.691
H 4.271 1.293 -0.939
*
```

HOMO energy (spin up / spin down): -12.34 / -12.34 eV
LUMO energy (spin up / spin down): -5.335 / -5.338 eV
HOMO-LUMO gap (spin up / spin down): 7.00 / 7.00 eV

These are the Löwdin partial charges, in e, on atoms 1 to 8:
1. Pt 0.99
2. N 0.21
3. C -0.19
4. H 0.13
5. F 0.02
6. C -0.52
7. F 0.03
8. H 0.12

Below is the molecule C4H6FNO at a distorted geometry, with properties calculated with ωB97M-V/def2-TZVPD.

```
! RIJCOSX wB97M-V def2-TZVPD def2/J DEFGRID3
* xyz 0 1
C 1.262 0.693 0.940
O 0.249 0.164 0.001
C -0.885 -0.494 0.609
C -2.215 -0.440 -0.295
F -2.833 -1.634 -0.332
C -3.138 0.484 0.268
N -3.948 1.109 0.773
H 1.320 0.117 1.825
H 0.976 1.754 1.120
H 2.262 0.693 0.500
H -0.693 -1.494 0.680
H -1.175 0.000 1.558
H -2.051 -0.243 -1.447
*
```

HOMO energy: -10.52 eV
LUMO energy: 0.853 eV
HOMO-LUMO gap: 11.37 eV

These are the Löwdin partial charges, in e, on atoms 1 to 8:
1. C -0.06
2. O -0.20
3. C -0.12
4. C -0.32
5. F 0.02
6. C -0.18
7. N 0.19
8. H 0.06

Below is a cluster of 2 separate species, C9H14O in total at a distorted geometry, with properties calculated with ωB97M-V/def2-TZVPD.

```
! RIJCOSX wB97M-V def2-TZVPD def2/J DEFGRID3
* xyz 0 1
C 0.946 -2.605 -2.424
C 0.687 -1.201 -1.973
C -0.229 -0.910 -0.962
C -0.458 0.400 -0.587
C 0.345 1.433 -1.052
O 0.142 2.741 -0.715
C 1.305 1.150 -2.020
C 1.469 -0.149 -2.459
H 1.845 -3.047 -1.981
H 1.060 -2.653 -3.508
H 0.127 -3.277 -2.173
H -0.850 -1.747 -0.650
H -1.195 0.668 0.162
H -0.347 2.809 0.109
H 1.897 1.965 -2.410
H 2.227 -0.366 -3.201
C -0.967 1.338 3.058
C -1.259 -0.116 3.462
H -1.852 1.954 3.235
H -0.069 1.769 3.484
H -0.815 1.374 1.976
H -2.203 -0.229 3.986
H -0.477 -0.563 4.076
H -1.331 -0.735 2.565
*
```

HOMO energy: -8.40 eV
LUMO energy: 0.922 eV
HOMO-LUMO gap: 9.32 eV

These are the Löwdin partial charges, in e, on atoms 1 to 8:
1. C -0.07
2. C -0.29
3. C -0.04
4. C -0.03
5. C -0.32
6. O 0.05
7. C -0.01
8. C -0.05

Below is the molecule C2H5OP at a distorted geometry, with properties calculated with ωB97M-V/def2-TZVPD.

```
! RIJCOSX wB97M-V def2-TZVPD def2/J DEFGRID3
* xyz 0 3
C -0.411 0.321 0.137
C -0.010 -1.203 0.789
O -1.546 0.669 0.394
P 0.552 1.882 -0.792
H -0.269 1.517 -1.797
H -0.749 -1.940 0.396
H -0.129 -0.944 1.852
H 0.972 -1.559 0.497
H 1.590 1.256 -1.478
*
```

HOMO energy (spin up / spin down): -5.70 / -10.52 eV
LUMO energy (spin up / spin down): 0.902 / -2.320 eV
HOMO-LUMO gap (spin up / spin down): 6.60 / 8.20 eV

These are the Löwdin partial charges, in e, on atoms 1 to 8:
1. C -0.64
2. C -0.02
3. O -0.02
4. P 0.83
5. H -0.16
6. H 0.07
7. H 0.06
8. H 0.05

Below is the molecule C3H3BrS at a distorted geometry, with properties calculated with ωB97M-V/def2-TZVPD.

```
! RIJCOSX wB97M-V def2-TZVPD def2/J DEFGRID3
* xyz 0 1
C -1.446 0.253 -0.020
C -0.177 -0.450 -0.074
C 0.938 -0.895 0.033
S 2.664 -1.126 -0.024
Br 3.349 1.003 -0.054
H -2.267 -0.212 0.696
H -1.847 0.172 -1.026
H -1.213 1.256 0.469
*
```

HOMO energy: -8.82 eV
LUMO energy: -0.843 eV
HOMO-LUMO gap: 7.98 eV

Charges in e, computed with Löwdin, in the same order as the atoms:
1. C -0.11
2. C -0.19
3. C -0.54
4. S 0.37
5. Br 0.18
6. H 0.12
7. H 0.07
8. H 0.11

Below is a structure of composition C17H19BF3N7OPbS3 at a distorted geometry, with properties calculated with ωB97M-V/def2-TZVPD.

```
! RIJCOSX wB97M-V def2-TZVPD def2/J DEFGRID3
* xyz 0 1
Pb 0.190 0.443 -0.043
N 1.970 -1.025 -3.952
C 1.903 -0.612 -2.657
S 1.323 1.005 -2.375
N 2.204 -1.468 -1.741
N 2.056 -1.097 -0.451
C 2.600 -1.857 0.436
C 2.547 -1.711 1.854
C 3.183 -2.717 2.608
C 3.140 -2.742 3.977
C 2.436 -1.735 4.651
C 1.824 -0.728 3.953
C 1.873 -0.649 2.534
O 1.340 0.373 1.953
H 1.945 -0.332 -4.677
H 2.442 -1.897 -4.130
H 3.180 -2.700 0.058
H 3.706 -3.500 2.071
H 3.640 -3.525 4.531
H 2.373 -1.754 5.732
H 1.305 0.075 4.462
C -1.770 0.384 -4.195
N -2.156 -0.737 -3.362
C -2.343 -2.026 -3.784
C -2.853 -2.712 -2.733
N -2.992 -1.854 -1.676
B -3.817 -2.290 -0.411
N -3.549 -1.339 0.784
C -4.484 -0.590 1.441
C -3.897 -0.025 2.527
N -2.591 -0.441 2.530
C -1.586 -0.157 3.535
C -2.395 -1.230 1.449
S -0.883 -1.899 1.008
C -2.532 -0.654 -2.057
S -2.376 0.788 -1.123
H -1.540 0.018 -5.193
H -0.907 0.893 -3.784
H -2.591 1.099 -4.245
H -2.097 -2.342 -4.781
H -3.149 -3.743 -2.659
H -4.982 -2.192 -0.687
H -3.480 -3.403 -0.120
H -5.494 -0.510 1.083
H -4.288 0.641 3.274
H -2.050 0.369 4.365
H -0.783 0.452 3.118
H -1.151 -1.089 3.890
F -0.846 2.934 1.624
C 0.033 2.778 0.612
F 1.187 3.326 1.001
F -0.427 3.497 -0.427
*
```

HOMO energy: -7.54 eV
LUMO energy: -2.022 eV
HOMO-LUMO gap: 5.52 eV

These are the Löwdin partial charges, in e, on atoms 1 to 8:
1. Pb 1.03
2. N 0.07
3. C -0.87
4. S 0.63
5. N -0.02
6. N -0.14
7. C -0.08
8. C -0.16

Below is a cluster of 3 separate species, C26H52N7O4 in total at a distorted geometry, with properties calculated with ωB97M-V/def2-TZVPD.

```
! RIJCOSX wB97M-V def2-TZVPD def2/J DEFGRID3
* xyz 1 1
C -1.111 2.729 1.022
N -0.925 2.067 2.307
C -1.375 0.870 2.650
N -1.250 0.433 3.933
C -2.075 -0.795 4.103
C -3.235 -0.592 5.072
C -2.781 -0.137 6.450
N -2.002 -0.760 7.223
C -2.529 -1.122 2.665
C -2.370 -2.569 2.206
C -1.114 -3.358 2.547
C 0.086 -2.792 2.963
C 1.171 -3.595 3.291
C 1.077 -4.974 3.200
C -0.111 -5.548 2.777
C -1.194 -4.747 2.459
N -1.980 -0.003 1.822
C -1.353 -0.287 0.508
N 0.057 -0.600 0.635
H -0.392 2.380 0.278
H -0.939 3.796 1.158
H -2.121 2.558 0.653
H -0.429 2.575 3.022
H -1.454 1.146 4.625
H -1.425 -1.570 4.509
H -3.991 0.083 4.662
H -3.719 -1.570 5.190
H -3.172 0.822 6.803
H -1.697 -1.656 6.833
H -3.611 -0.957 2.647
H -3.201 -3.095 2.689
H -2.579 -2.641 1.136
H 0.200 -1.719 3.031
H 2.093 -3.119 3.610
H 1.922 -5.597 3.464
H -0.194 -6.627 2.706
H -2.124 -5.207 2.136
H -1.893 -1.119 0.065
H -1.536 0.568 -0.142
H 0.591 0.242 0.439
H 0.307 -1.257 -0.105
C -3.128 5.455 -1.124
O -1.722 5.598 -1.164
C -1.037 4.613 -1.923
C -0.478 5.160 -3.217
N -1.541 5.477 -4.154
C -1.114 6.180 -5.361
C -0.466 7.550 -5.212
O -1.342 8.565 -4.769
C -1.526 8.653 -3.373
H -3.500 6.145 -0.369
H -3.601 5.699 -2.080
H -3.418 4.435 -0.847
H -1.695 3.759 -2.122
H -0.199 4.267 -1.308
H 0.168 4.397 -3.663
H 0.154 6.024 -2.967
H -2.248 6.027 -3.685
H -1.996 6.299 -5.994
H -0.420 5.531 -5.905
H -0.136 7.858 -6.207
H 0.429 7.521 -4.577
H -0.611 8.396 -2.829
H -2.341 8.012 -3.019
H -1.789 9.684 -3.143
C 4.615 -5.529 -4.000
O 4.179 -6.075 -2.771
C 5.086 -5.915 -1.689
C 4.535 -4.958 -0.656
N 4.478 -3.598 -1.172
C 3.758 -2.652 -0.334
C 2.284 -2.908 -0.048
O 1.411 -2.739 -1.159
C 1.320 -3.860 -2.028
H 3.933 -5.885 -4.769
H 4.602 -4.433 -4.000
H 5.627 -5.862 -4.247
H 6.061 -5.576 -2.051
H 5.219 -6.893 -1.221
H 5.184 -4.974 0.224
H 3.550 -5.340 -0.350
H 4.067 -3.610 -2.096
H 3.839 -1.668 -0.806
H 4.275 -2.584 0.629
H 1.966 -2.167 0.686
H 2.114 -3.886 0.417
H 1.396 -4.798 -1.472
H 2.090 -3.839 -2.801
H 0.348 -3.816 -2.518
*
```

HOMO energy: -10.43 eV
LUMO energy: -2.466 eV
HOMO-LUMO gap: 7.97 eV

These are the Löwdin partial charges, in e, on atoms 1 to 8:
1. C -0.04
2. N 0.09
3. C -0.32
4. N 0.17
5. C -0.24
6. C -0.12
7. C -0.25
8. N 0.12

Below is a cluster of 6 separate species, C29H43BF15NO18PS in total at a distorted geometry, with properties calculated with ωB97M-V/def2-TZVPD.

```
! RIJCOSX wB97M-V def2-TZVPD def2/J DEFGRID3
* xyz 1 1
O 2.546 -5.797 1.159
C 1.352 -5.699 0.966
O 0.578 -6.813 0.825
C 0.589 -4.377 0.907
C 0.873 -3.596 -0.379
C 2.394 -3.279 -0.444
C 2.857 -2.510 0.779
O 3.079 -2.971 1.874
O 2.877 -1.147 0.565
C 0.557 -4.440 -1.615
C -0.754 -3.784 -2.098
C -0.466 -2.310 -1.924
P 0.399 -1.506 -3.333
O 0.690 0.003 -2.925
O 1.792 -2.204 -3.595
S -0.768 -1.665 -4.856
N 0.150 -2.258 -0.529
C -0.908 -1.908 0.494
B -0.317 -1.241 1.850
O -0.380 -1.913 3.025
O 0.256 -0.024 1.768
H -0.306 -6.518 0.594
H -0.478 -4.582 0.973
H 0.858 -3.810 1.787
H 2.555 -2.655 -1.320
H 2.946 -4.188 -0.607
H 3.303 -0.978 -0.280
H 0.321 -5.469 -1.394
H 1.311 -4.401 -2.383
H -1.468 -4.026 -1.317
H -1.122 -4.050 -3.072
H -1.435 -1.831 -2.003
H 0.206 0.228 -2.122
H 1.796 -2.543 -4.499
H 0.839 -1.506 -0.457
H -1.581 -1.182 0.062
H -1.507 -2.779 0.708
H -0.936 -2.688 2.967
H 0.101 0.458 2.586
C 5.174 4.703 -2.153
C 5.161 3.193 -2.107
O 4.140 2.702 -1.204
C 2.903 2.747 -1.649
O 2.518 3.114 -2.713
C 1.958 2.194 -0.570
F 2.179 2.737 0.618
F 2.107 0.857 -0.441
F 0.683 2.405 -0.889
H 5.299 5.111 -1.152
H 5.990 5.055 -2.782
H 4.242 5.093 -2.553
H 6.098 2.813 -1.710
H 5.016 2.755 -3.094
C -0.728 7.642 2.615
C 0.196 6.483 2.313
O 0.868 6.645 1.048
C 1.879 7.495 1.040
O 2.304 8.117 1.962
C 2.491 7.550 -0.369
F 1.554 7.719 -1.300
F 3.132 6.400 -0.633
F 3.361 8.538 -0.467
H -1.447 7.777 1.808
H -1.269 7.461 3.543
H -0.175 8.574 2.721
H -0.374 5.561 2.217
H 0.935 6.336 3.100
C -4.664 -2.140 -10.332
C -4.585 -1.129 -9.210
O -4.902 -1.722 -7.931
C -3.960 -2.456 -7.378
O -2.866 -2.675 -7.800
C -4.457 -2.995 -6.025
F -5.660 -3.550 -6.133
F -4.533 -2.000 -5.133
F -3.616 -3.907 -5.548
H -5.647 -2.611 -10.351
H -4.490 -1.649 -11.288
H -3.921 -2.927 -10.212
H -5.328 -0.349 -9.349
H -3.606 -0.654 -9.156
C -0.260 -10.750 1.578
C -0.605 -9.532 2.408
O -2.013 -9.471 2.712
C -2.442 -10.287 3.663
O -1.788 -11.049 4.300
C -3.952 -10.080 3.871
F -4.601 -10.102 2.706
F -4.169 -8.890 4.444
F -4.448 -11.020 4.651
H -0.863 -10.774 0.670
H 0.793 -10.729 1.303
H -0.453 -11.670 2.126
H -0.392 -8.629 1.847
H -0.024 -9.495 3.329
C 1.207 11.364 6.499
C 1.241 9.853 6.433
O 0.212 9.256 7.251
C -1.011 9.283 6.759
O -1.354 9.730 5.709
C -1.975 8.596 7.741
F -1.812 9.056 8.978
F -1.747 7.277 7.749
F -3.230 8.798 7.376
H 1.283 11.700 7.534
H 2.037 11.781 5.931
H 0.279 11.759 6.090
H 2.177 9.477 6.839
H 1.151 9.489 5.410
*
```

HOMO energy: -12.23 eV
LUMO energy: -2.922 eV
HOMO-LUMO gap: 9.31 eV

These are the Löwdin partial charges, in e, on atoms 1 to 8:
1. O 0.16
2. C -0.45
3. O 0.11
4. C -0.02
5. C -0.32
6. C 0.00
7. C -0.44
8. O 0.17

Below is the molecule C19H24ClNO2 at a distorted geometry, with properties calculated with ωB97M-V/def2-TZVPD.

```
! RIJCOSX wB97M-V def2-TZVPD def2/J DEFGRID3
* xyz 0 1
C 2.242 -1.031 1.316
C 2.283 0.375 0.757
O 3.256 1.092 0.884
N 1.183 0.805 0.084
C -0.063 0.080 -0.012
C -1.007 0.425 1.149
C -2.153 -0.587 1.341
C -1.595 -1.890 1.825
C -1.538 -2.420 3.080
C -0.868 -3.663 2.962
C -0.565 -3.797 1.646
O -0.998 -2.730 0.949
C -3.028 -0.795 0.090
C -4.174 -1.752 0.420
C -3.600 0.523 -0.426
C 1.233 2.166 -0.426
C 2.181 2.288 -1.594
C 2.176 1.336 -2.606
C 3.040 1.438 -3.681
C 3.917 2.508 -3.745
Cl 4.998 2.645 -5.088
C 3.939 3.466 -2.746
C 3.072 3.348 -1.675
H 2.152 -1.759 0.512
H 1.413 -1.162 2.007
H 3.176 -1.207 1.844
H 0.140 -0.990 -0.017
H -0.534 0.333 -0.965
H -1.424 1.422 1.003
H -0.424 0.451 2.073
H -2.792 -0.202 2.144
H -1.928 -1.983 3.977
H -0.647 -4.353 3.750
H -0.066 -4.570 1.097
H -2.413 -1.251 -0.692
H -4.808 -1.329 1.196
H -3.795 -2.708 0.771
H -4.784 -1.930 -0.463
H -4.139 1.038 0.366
H -2.822 1.183 -0.801
H -4.294 0.330 -1.241
H 1.566 2.835 0.373
H 0.225 2.457 -0.732
H 1.498 0.498 -2.552
H 3.036 0.694 -4.462
H 4.634 4.290 -2.802
H 3.099 4.086 -0.888
*
```

HOMO energy: -8.73 eV
LUMO energy: 0.679 eV
HOMO-LUMO gap: 9.41 eV

These are the Löwdin partial charges, in e, on atoms 1 to 8:
1. C 0.02
2. C -0.50
3. O 0.07
4. N -0.07
5. C -0.16
6. C -0.11
7. C -0.23
8. C -0.28

Below is the molecule CHClO3S at a distorted geometry, with properties calculated with ωB97M-V/def2-TZVPD.

```
! RIJCOSX wB97M-V def2-TZVPD def2/J DEFGRID3
* xyz 0 1
O 0.963 -0.216 -1.937
C 0.751 -0.488 -0.822
S -0.633 0.549 0.353
O -0.363 1.942 0.377
O -1.922 0.012 0.249
Cl 0.109 -0.342 2.059
H 1.095 -1.457 -0.279
*
```

HOMO energy: -10.76 eV
LUMO energy: -0.665 eV
HOMO-LUMO gap: 10.09 eV

Charges in e, computed with Löwdin, in the same order as the atoms:
1. O 0.10
2. C -0.24
3. S 0.35
4. O -0.33
5. O -0.34
6. Cl 0.33
7. H 0.13